Entry 1:
ORCA calculation (the ωB97M-V functional and the def2-TZVPD basis) on C15H29ClNO2P2Pb as an isolated structure.

Computed properties:
Lowest unoccupied orbital energy (spin up / spin down) = -12.8 / -13.6 eV
Charge = +3
Energy relative to the best compared isomer or geometry (same formula, charge and spin) = 0.00 kcal per mole
E_tot = -2128.8356 hartree
Maximum force = 4.33 eV/Å
Multiplicity = 1

Atoms and positions in Å:
1 C 3.485205 4.194590 0.443319
2 C 2.569345 3.096065 0.110030
3 H 3.582598 4.846837 -0.434805
4 H 4.468026 3.781248 0.717198
5 H 3.082765 4.759951 1.297645
6 O 1.941305 2.885155 -0.917437
7 Cl 2.535583 1.708107 1.634621
8 Pb 0.669501 0.948876 0.001098
9 P 2.139679 -1.190479 -1.296701
10 C 1.976475 -1.811905 -3.008544
11 C 3.874014 -0.610254 -1.271500
12 H 4.542943 -1.459602 -1.476422
13 H 3.175468 -3.302245 -0.654636
14 H 4.114718 -0.181398 -0.289176
15 H 2.303659 -2.545213 0.722911
16 H 1.864224 -0.962313 -3.695407
17 H 4.016620 0.160139 -2.039849
18 C 2.265184 -2.759084 -0.355120
19 H 2.866773 -2.392357 -3.289865
20 H 1.381950 -3.382151 -0.550059
21 H 1.084711 -2.450022 -3.089514
22 P -2.152916 1.836427 0.373922
23 C -3.478868 2.025980 -0.872033
24 C -3.072102 1.003537 1.728341
25 H -1.281740 3.584126 1.823594
26 H -3.016239 3.845729 1.448576
27 H -1.757330 4.230095 0.226561
28 C -2.043476 3.542521 1.032765
29 H -2.382654 0.765651 2.552584
30 H -3.875096 1.663192 2.097648
31 H -4.293535 2.646912 -0.471717
32 H -3.872731 1.036606 -1.146150
33 H -3.504176 0.062446 1.358922
34 H -3.065400 2.500874 -1.771546
35 C -0.654431 0.585854 -2.479023
36 O -1.162044 0.547285 -3.504074
37 C -2.124105 -2.216541 -1.407252
38 C -1.685208 -2.344558 0.001750
39 C -2.066611 -3.359497 0.913136
40 C -1.414527 -3.075713 2.120593
41 C -0.658492 -1.897882 1.905562
42 C 0.183513 -1.234684 2.912778
43 N -0.831213 -1.470379 0.622307
44 H -2.699788 -1.292888 -1.574359
45 H -1.273436 -2.239228 -2.105709
46 H -2.778865 -3.069066 -1.641437
47 H -2.740637 -4.178671 0.664959
48 H -1.444365 -3.609465 3.054292
49 H -0.427967 -0.951579 3.772428
50 H 0.946333 -1.931600 3.266829
51 H 0.687360 -0.339428 2.537966

Cartesian forces, eV/Å:
C 0.188 0.084 0.258
C -0.773 -0.050 -3.041
H -0.138 -0.209 0.186
H -0.283 0.090 0.082
H 0.168 -0.177 -0.090
O 1.844 0.192 3.875
Cl 1.256 1.633 -0.082
Pb -2.167 -1.725 -1.180
P 1.101 -0.983 -0.368
C -0.467 0.324 -0.130
C -0.065 0.255 0.108
H -0.166 0.312 0.049
H -0.345 0.164 0.089
H 0.076 -0.156 -0.235
H 0.131 -0.155 -0.256
H 0.082 -0.290 0.038
H 0.040 -0.163 0.147
C -0.294 0.130 0.348
H -0.223 0.155 0.147
H 0.255 0.084 0.026
H 0.279 0.147 -0.055
P -1.495 0.687 0.512
C 0.259 -0.219 -0.397
C 0.328 -0.321 0.057
H -0.230 0.120 -0.115
H 0.321 -0.067 -0.158
H -0.085 -0.073 0.221
C 0.377 -0.020 -0.022
H -0.309 0.119 -0.083
H 0.300 -0.290 -0.128
H 0.237 -0.200 -0.078
H 0.018 0.316 0.021
H 0.033 0.270 0.133
H -0.253 -0.050 0.164
C -1.437 0.080 -3.228
O 1.401 0.064 2.909
C -0.363 -0.848 0.534
C 1.181 2.105 -0.603
C 0.196 -1.592 3.527
C -2.727 -2.882 -1.730
C 0.729 2.113 -1.993
C -0.066 0.204 -0.803
N 0.799 0.894 0.265
H 0.269 -0.049 0.110
H -0.026 0.193 0.237
H 0.193 0.345 -0.080
H 0.221 0.170 0.290
H -0.151 -0.252 0.056
H -0.068 -0.140 0.227
H -0.028 -0.213 0.228
H -0.123 -0.127 0.012

---

Entry 2:
ORCA calculation (the ωB97M-V functional and the def2-TZVPD basis) on C15H29CrO as an isolated structure.

Computed properties:
Lowest unoccupied orbital energy (spin up / spin down) = -9.1 / -7.7 eV
Charge = +2
E_tot = -1708.0280 hartree
Maximum force = 2.81 eV/Å
Expectation value of S² = 4.117
Multiplicity = 4

Atoms and positions in Å:
1 C -0.051118 2.018521 -2.086543
2 H -0.688149 2.860353 -2.375688
3 H 0.879461 2.460541 -1.704969
4 H -0.611412 1.499395 -1.265987
5 C 0.162787 1.137832 -3.310205
6 H 0.752390 0.244912 -3.052702
7 H -0.820456 0.760052 -3.616824
8 C 0.793820 1.799324 -4.550477
9 H 0.918721 1.051213 -5.344521
10 H 0.150640 2.590466 -4.955846
11 H 1.785464 2.225720 -4.353335
12 C 0.843480 -1.086478 1.580940
13 C 1.689313 -1.394238 0.478033
14 C 2.478625 -0.241546 0.174901
15 C 2.102088 0.803982 1.120356
16 C 1.094506 0.259524 1.978059
17 C 0.452190 0.889367 3.163574
18 C 2.633289 2.194081 1.214997
19 C 3.512332 -0.181636 -0.899223
20 C 1.788113 -2.756972 -0.111039
21 C 0.092341 -2.097726 2.390842
22 Cr 0.438044 0.282287 -0.081352
23 H 1.964202 2.795388 1.839993
24 H 3.627216 2.265624 1.669571
25 H 2.690514 2.651494 0.225412
26 H 0.428332 1.972390 3.084782
27 H -0.577753 0.528699 3.280147
28 H 0.991377 0.633676 4.082864
29 H -0.307478 -2.919295 1.786511
30 H 0.752805 -2.547648 3.145966
31 H -0.759893 -1.669213 2.927511
32 H 2.179329 -2.737416 -1.123715
33 H 2.454879 -3.381137 0.494341
34 H 0.807603 -3.249127 -0.124319
35 H 3.415708 0.734271 -1.485869
36 H 4.539916 -0.223995 -0.521709
37 H 3.394465 -1.041239 -1.568475
38 C -4.009525 -1.657900 -0.818984
39 C -2.695826 -0.964464 -1.082821
40 O -1.987116 -0.618674 0.128080
41 H -3.850085 -2.665303 -0.438444
42 H -4.540610 -1.723278 -1.766131
43 H -4.621372 -1.106126 -0.110252
44 H -2.003554 -1.605222 -1.645251
45 H -2.810159 -0.044523 -1.674979
46 H -2.617222 -0.695280 0.865886

Cartesian forces, eV/Å:
C 0.482 0.394 -0.287
H -0.059 -0.060 0.462
H -0.014 -0.066 0.043
H -0.376 0.314 -0.283
C -0.240 -0.687 -0.418
H 0.083 -0.026 0.021
H 0.132 -0.053 0.096
C 0.094 0.099 0.149
H -0.084 0.161 0.278
H 0.130 -0.132 0.201
H -0.228 -0.051 0.063
C 0.686 -0.492 0.790
C 0.358 -0.317 0.580
C 0.426 0.411 0.773
C 0.720 -0.572 -0.094
C 0.340 -0.350 0.459
C -0.463 0.188 -0.145
C -0.315 0.335 -0.062
C -0.168 -0.077 -0.420
C -0.378 -0.050 -0.354
C -0.780 -0.084 -0.269
Cr -2.663 -0.238 -0.882
H 0.183 -0.002 -0.204
H -0.082 -0.325 -0.108
H 0.128 0.090 0.044
H -0.005 0.085 0.086
H 0.254 0.125 0.042
H 0.051 -0.045 -0.178
H 0.187 0.186 0.035
H 0.041 0.230 -0.219
H 0.225 0.038 -0.057
H 0.049 -0.083 -0.067
H -0.027 0.149 0.008
H 0.256 0.068 -0.021
H 0.124 0.006 -0.024
H -0.232 0.087 0.229
H 0.068 0.278 0.043
C 0.394 -0.062 -0.147
C 0.342 0.127 -0.831
O 0.748 0.335 0.491
H -0.028 -0.034 0.010
H -0.178 -0.072 0.055
H -0.141 0.178 0.007
H -0.254 -0.051 0.042
H -0.232 -0.150 0.234
H 0.449 0.196 -0.168

---

Entry 3:
ORCA calculation (the ωB97M-V functional and the def2-TZVPD basis) on C15H29DyNO4 as an isolated structure.

Computed properties:
Lowest unoccupied orbital energy (spin up / spin down) = -11.1 / -13.8 eV
Charge = +3
E_tot = -1828.5352 hartree
Maximum force = 3.46 eV/Å
Expectation value of S² = 9.770
Multiplicity = 6

Atoms and positions in Å:
1 C -2.092265 3.562795 -1.707878
2 C -3.083909 3.230090 -2.821393
3 C -3.397404 1.742721 -2.928963
4 C -4.192666 1.536199 -4.230589
5 N -4.264106 1.326393 -1.787707
6 C -3.723246 0.545205 -0.847438
7 O -3.083109 -0.487310 -1.104905
8 O -3.858010 0.937921 0.472788
9 C -2.524985 0.980028 0.902697
10 C -2.248429 -0.359821 1.670149
11 C -1.447548 -0.208385 2.972727
12 C 0.089007 -0.318914 2.914623
13 C 0.691241 -1.296473 1.908821
14 C 2.188867 -1.501856 2.185611
15 C 2.946290 -2.206740 1.031184
16 C 4.459471 -2.035212 1.223304
17 O 5.142208 -1.711075 -0.060516
18 C 6.099051 -2.594217 -0.370011
19 C 7.530354 -2.303207 -0.103338
20 O 5.720754 -3.655521 -0.872501
21 H -1.125134 3.082036 -1.906744
22 H -2.513131 3.217672 -0.765876
23 H -1.947861 4.630250 -1.598077
24 H -2.739310 3.595780 -3.782515
25 H -4.004106 3.762946 -2.589561
26 H -2.477914 1.160592 -2.978635
27 H -4.852508 2.378703 -4.399638
28 H -3.485978 1.437742 -5.046886
29 H -4.790241 0.636729 -4.155600
30 H -4.780619 2.097151 -1.379861
31 H -2.384656 1.799454 1.597827
32 H -1.963645 1.100891 -0.042160
33 H -1.852524 -1.111790 0.958734
34 H -3.229714 -0.738823 1.928218
35 H -1.866012 -0.873062 3.717415
36 H -1.666176 0.791578 3.338278
37 H 0.577440 0.645602 2.804963
38 H 0.407397 -0.680562 3.889932
39 H 0.174073 -2.252704 1.834849
40 H 0.640121 -0.788878 0.892066
41 H 2.628904 -0.511772 2.271378
42 H 2.289838 -2.072548 3.101169
43 H 2.667261 -3.256347 1.037692
44 H 2.598479 -1.777318 0.088160
45 H 4.638381 -1.202162 1.892127
46 H 4.864213 -2.940048 1.662640
47 H 7.910566 -3.067367 0.575718
48 H 8.110510 -2.393761 -1.019217
49 H 7.580068 -1.319130 0.350081
50 Dy -0.359292 -0.533476 -0.723141

Cartesian forces, eV/Å:
C -0.280 -0.286 -0.299
C 0.413 0.071 0.918
C -1.609 0.554 -1.706
C 0.528 -0.415 0.445
N 1.124 0.216 1.532
C -1.244 -0.406 -0.622
O 1.697 0.190 -0.168
O -0.553 0.317 -1.781
C 0.206 -1.488 1.726
C 0.725 0.951 -0.068
C 0.225 0.385 -0.478
C -0.417 -0.608 0.299
C 0.612 0.451 0.003
C -0.116 0.011 -1.189
C -0.399 0.092 0.662
C -1.181 -0.090 0.031
O 0.346 -1.059 0.169
C 0.393 0.822 0.267
C -0.317 -0.321 -0.150
O -0.236 0.075 -0.024
H 0.071 0.087 0.147
H 0.158 -0.066 0.289
H 0.195 0.159 -0.078
H 0.071 -0.025 -0.163
H -0.250 0.060 -0.247
H -0.023 -0.343 0.412
H -0.103 0.120 -0.120
H -0.113 0.099 -0.329
H -0.058 -0.207 -0.164
H -0.141 0.075 -0.109
H 0.032 0.398 -0.242
H 0.786 0.754 0.694
H -0.165 -0.417 0.429
H -0.197 -0.158 -0.197
H 0.126 -0.341 0.042
H -0.109 0.073 0.258
H -0.014 0.218 -0.153
H 0.109 0.058 0.169
H -0.263 -0.092 -0.054
H 1.085 -0.609 1.832
H 0.073 0.128 0.519
H 0.103 0.133 0.298
H 0.092 -0.208 -0.266
H 0.369 0.086 -0.221
H 0.419 0.237 -0.143
H 0.348 -0.059 -0.050
H 0.062 -0.111 0.136
H 0.107 0.118 -0.159
H 0.104 0.174 -0.058
Dy -2.793 0.196 -2.036

---

Entry 4:
ORCA calculation (the ωB97M-V functional and the def2-TZVPD basis) on C15H29FO7Ti as an isolated structure.

Computed properties:
Lowest unoccupied orbital energy (spin up / spin down) = 2.0 / 2.0 eV
Charge = -1
Energy relative to the best compared isomer or geometry (same formula, charge and spin) = 60.11 kcal per mole
E_tot = -2064.8673 hartree
Maximum force = 5.91 eV/Å
Expectation value of S² = 3.756
Multiplicity = 4

Atoms and positions in Å:
1 Ti 11.775390 -1.337660 -17.492800
2 C 14.530550 -0.795480 -20.836850
3 C 13.704080 -1.882690 -20.178360
4 O 13.892640 -1.810500 -18.794120
5 H 15.547310 -0.745480 -20.447240
6 H 14.081530 0.191220 -20.723280
7 H 14.559750 -1.022800 -21.902480
8 H 14.067600 -2.839540 -20.553050
9 H 12.656830 -1.853090 -20.479160
10 F 13.573840 -0.772110 -15.705610
11 C 9.206390 -1.361670 -19.693870
12 C 8.691000 -1.942040 -21.054370
13 C 7.154020 -1.571360 -21.352300
14 O 7.143530 -1.125190 -22.714540
15 C 8.451760 -1.048720 -23.167930
16 O 8.787300 -0.789590 -24.323520
17 O 9.310700 -1.311630 -22.157570
18 H 8.758020 -1.870300 -18.840430
19 H 9.013150 -0.301680 -19.528970
20 H 10.279830 -1.540130 -19.630770
21 H 8.987150 -2.984490 -21.171350
22 H 6.823690 -0.867320 -20.588560
23 H 6.629150 -2.526190 -21.382230
24 C 12.831510 2.089320 -17.701350
25 C 11.350390 1.843240 -17.866040
26 O 10.852000 0.742690 -18.134070
27 C 10.474730 3.015130 -17.591860
28 H 13.035290 3.156830 -17.784980
29 H 13.279370 1.493280 -18.496500
30 H 13.282300 1.689840 -16.792880
31 H 10.650730 3.374750 -16.578050
32 H 9.441180 2.766020 -17.832320
33 H 10.831290 3.779780 -18.281990
34 C 9.199510 -5.191380 -17.768950
35 C 10.286700 -4.461310 -18.536010
36 O 10.971790 -3.591740 -18.008800
37 C 10.708270 -5.072320 -19.893100
38 H 9.403620 -4.950360 -16.725710
39 H 9.181540 -6.271780 -17.912120
40 H 8.279940 -4.777510 -18.182710
41 H 10.977050 -4.252950 -20.559800
42 H 10.001550 -5.726800 -20.403290
43 H 11.559780 -5.740330 -19.763500
44 C 8.208670 -0.923860 -14.087810
45 C 8.757250 -0.954260 -15.484380
46 O 9.645380 -1.714630 -15.877460
47 C 8.238940 -0.004430 -16.493580
48 H 8.711730 -1.710080 -13.524890
49 H 7.149380 -1.117270 -14.256940
50 H 8.470440 0.036680 -13.644040
51 H 7.149700 0.002220 -16.453380
52 H 8.605770 -0.198300 -17.501520
53 H 8.509520 1.006990 -16.190420

Cartesian forces, eV/Å:
Ti 2.859 -2.055 -0.127
C -0.397 0.051 -0.856
C 1.095 0.157 1.885
O -2.437 0.607 0.478
H -0.082 -0.253 0.132
H -0.101 0.146 0.127
H 0.237 0.254 -0.414
H 0.167 -0.528 -0.262
H -0.525 0.294 -0.378
F -1.831 0.131 -1.027
C -0.266 -0.611 -0.913
C -0.984 1.366 0.936
C 1.820 -2.134 0.037
O 1.267 0.472 0.019
C 0.532 0.408 -1.794
O -1.204 -0.559 3.238
O 0.364 0.848 -1.378
H -0.046 -0.463 -0.198
H -0.027 0.099 -0.646
H 0.062 -0.051 -0.076
H -0.584 -0.204 0.493
H -0.371 0.201 -0.555
H -0.549 0.352 0.548
C -0.498 -0.464 -0.777
C 0.269 -0.892 1.199
O 0.799 0.413 0.459
C -0.081 -0.030 -0.976
H 0.161 -0.127 -0.099
H 0.475 0.161 -0.141
H -0.366 -0.296 0.329
H -0.166 -0.052 0.017
H -0.010 0.174 0.351
H -0.197 0.376 0.079
C 0.846 0.740 -0.440
C -2.437 -3.800 -3.016
O 2.918 4.632 2.216
C -0.122 0.434 0.821
H -0.636 -0.019 0.185
H 0.084 -0.206 -0.047
H -0.766 -0.151 0.655
H 0.325 -0.067 -0.238
H -0.633 0.233 0.157
H 0.705 0.070 0.007
C 0.757 -0.671 -0.791
C 2.121 -0.954 -1.486
O -0.491 0.637 1.121
C -0.957 0.884 0.074
H -0.311 -0.018 0.055
H -0.181 0.279 0.798
H -0.540 0.095 0.030
H -0.203 -0.061 -0.218
H -0.050 -0.025 0.441
H 0.185 0.175 -0.037